Record 1
Computed, not measured: C5H4N2 in the gas phase, with the ωB97M-V functional and the def2-TZVPD basis.

Output
Kohn-Sham gap (spin up / spin down), Eh: 0.2583 / 0.2788
Total charge: 0
Molar mass, Da: 92.1

Each line ends with the Mulliken charge.
Atoms and positions in Å:
C (1.428, 1.116, 2.165)  0.2099
C (1.124, 0.339, 1.291)  -0.2520
C (0.750, -0.395, 0.147)  -0.6657
N (-0.445, -0.969, 0.006)  -0.1307
C (-1.095, -0.782, -1.176)  -0.5529
C (-1.066, 0.520, -1.719)  0.3905
N (-1.104, 1.629, -2.076)  -0.4430
H (1.676, 1.832, 2.917)  0.3971
H (1.342, -0.341, -0.757)  0.3969
H (-0.912, -1.387, 0.811)  0.2577
H (-1.698, -1.563, -1.610)  0.3923

***

Record 2
Computed, not measured: C5H4N2 in the gas phase, with the ωB97M-V functional and the def2-TZVPD basis.

Output
Kohn-Sham gap (spin up / spin down), Eh: 0.2743 / 0.3394
Total charge: 0
Molar mass, Da: 92.1

Each line ends with the Mulliken charge.
Atoms and positions in Å:
C (2.135, -0.151, -0.028)  0.3102
C (-1.437, -0.455, -0.357)  -0.2778
C (-1.208, -1.482, 0.458)  -0.3888
C (-0.400, 0.661, -0.560)  0.0127
C (0.867, 0.233, 0.207)  -0.1001
N (3.155, -0.640, -0.180)  -0.4447
N (0.169, 1.322, 0.580)  -0.3413
H (-2.257, -0.635, -1.105)  0.2899
H (-0.287, -1.427, 1.090)  0.2916
H (-0.465, 1.044, -1.499)  0.4163
H (-0.273, 1.529, 1.394)  0.2320

***

Record 3
Computed, not measured: C5H4N2 in the gas phase, with the ωB97M-V functional and the def2-TZVPD basis.

Output
SMILES: C#C[C@H]1N[C@H]1C#N
Kohn-Sham gap, Eh: 0.3960
Total charge: 0
Molar mass, Da: 92.1

Each line ends with the Mulliken charge.
Atoms and positions in Å:
C (2.524, 0.535, 0.132)  0.1398
C (1.385, 0.151, 0.094)  -0.6770
C (0.225, -0.635, -0.267)  -0.0851
N (-0.778, -1.180, 0.624)  -0.5673
C (-1.195, -0.201, -0.378)  0.0945
C (-1.635, 1.112, 0.023)  0.0906
N (-2.069, 2.141, 0.324)  -0.3956
H (3.555, 0.824, 0.115)  0.4279
H (0.508, -1.371, -1.023)  0.3195
H (-0.735, -0.757, 1.545)  0.2867
H (-1.785, -0.619, -1.189)  0.3659

***

Record 4
Computed, not measured: C5H4N2 in the gas phase, with the ωB97M-V functional and the def2-TZVPD basis.

Output
Kohn-Sham gap, Eh: 0.2980
Total charge: 0
Molar mass, Da: 92.1

Each line ends with the Mulliken charge.
Atoms and positions in Å:
C (2.043, -1.071, 0.991)  0.3654
C (1.080, -0.862, 0.297)  -0.9072
C (0.281, 0.772, -1.214)  -0.4805
C (-0.067, -0.533, -0.549)  0.1137
N (-1.250, -0.236, 0.285)  0.1730
N (-1.527, 1.017, 0.249)  -0.4503
C (-0.653, 1.619, -0.591)  -0.2316
H (2.912, -1.218, 1.587)  0.4084
H (-0.306, -1.337, -1.257)  0.3285
H (-1.761, -0.840, 0.916)  0.2494
H (-0.751, 2.690, -0.715)  0.4312

***

Record 5
Computed, not measured: C5H4N2 in the gas phase, with the ωB97M-V functional and the def2-TZVPD basis.

Output
SMILES: [H]/N=N/C=C=CC#C
Kohn-Sham gap, Eh: 0.3484
Total charge: 0
Molar mass, Da: 92.1

Each line ends with the Mulliken charge.
Atoms and positions in Å:
H (0.082, -3.214, -0.159)  0.2411
N (0.258, -2.217, -0.333)  -0.4585
N (1.319, -1.952, 0.252)  -0.0682
C (1.704, -0.562, 0.161)  -0.4420
C (0.845, 0.346, -0.222)  0.3984
C (-0.175, 1.037, -0.663)  -0.6836
C (-1.244, 1.538, 0.151)  -0.4448
C (-2.200, 1.932, 0.761)  0.4167
H (2.718, -0.361, 0.480)  0.3378
H (-0.246, 1.196, -1.736)  0.3125
H (-3.061, 2.257, 1.307)  0.3906

***

Record 6
Computed, not measured: C5H4N2 in the gas phase, with the ωB97M-V functional and the def2-TZVPD basis.

Output
SMILES: C#C[C@H]1N[C@H]1C#N
Kohn-Sham gap, Eh: 0.4029
Total charge: 0
Molar mass, Da: 92.1

Each line ends with the Mulliken charge.
Atoms and positions in Å:
C (1.751, 1.030, 1.220)  0.4897
C (1.192, 0.221, 0.525)  -0.8201
C (0.486, -0.788, -0.242)  -0.2531
N (-0.745, -1.343, 0.315)  -0.5652
C (-0.853, -0.459, -0.836)  -0.0104
C (-1.329, 0.908, -0.745)  0.1475
N (-1.691, 2.007, -0.730)  -0.3943
H (2.237, 1.759, 1.836)  0.4029
H (1.107, -1.498, -0.786)  0.3327
H (-0.983, -0.869, 1.184)  0.3066
H (-1.172, -0.968, -1.742)  0.3639

***

Record 7
Computed, not measured: a molecular structure, C5H4N2O, with the ωB97M-V functional and the def2-TZVPD basis.

Output
Kohn-Sham gap, Eh: 0.4162
Total charge: 0
Molar mass, Da: 108.1

Each line ends with the Mulliken charge.
Atoms and positions in Å:
C (0.458, 0.132, 0.242)  1.3421
C (-0.642, -0.385, -0.722)  -0.4867
C (-1.874, -0.154, -0.413)  -0.5306
C (1.575, -0.861, 0.200)  -0.1386
C (1.127, 1.313, -0.173)  0.0538
H (0.697, 0.514, 2.168)  0.3812
H (-0.307, -1.400, -1.672)  0.2263
H (-2.213, 0.644, 0.401)  0.1806
H (-2.856, -0.425, -0.931)  0.2745
N (2.331, -1.750, -0.078)  -0.4215
N (1.838, 2.030, -0.645)  -0.3333
O (-0.133, 0.343, 1.622)  -0.5478

***

Record 8
Computed, not measured: C5H4N2O in the gas phase, with the ωB97M-V functional and the def2-TZVPD basis.

Output
SMILES: O=c1ccccnn1
Kohn-Sham gap, Eh: 0.3290
Total charge: 0
Molar mass, Da: 108.1

Each line ends with the Mulliken charge.
Atoms and positions in Å:
O (2.712, -0.219, 0.665)  -0.5336
C (1.690, -0.022, 0.056)  0.5230
C (0.764, 1.055, -0.380)  -0.3684
C (-0.560, 1.111, -0.201)  0.0071
C (-1.369, 0.003, 0.400)  -0.2403
C (-0.868, -1.291, 0.308)  -0.1780
N (0.162, -1.757, -0.484)  -0.2519
N (1.313, -1.153, -0.631)  -0.1858
H (1.275, 1.987, -0.710)  0.3083
H (-1.059, 2.117, -0.360)  0.2932
H (-2.517, 0.221, 0.646)  0.2541
H (-1.544, -2.052, 0.690)  0.3722

***

Record 9
Computed, not measured: C5H4N2O in the gas phase, with the ωB97M-V functional and the def2-TZVPD basis.

Output
SMILES: C=C1C=NN=CC1=O
Kohn-Sham gap, Eh: 0.2631
Total charge: 0
Molar mass, Da: 108.1

Each line ends with the Mulliken charge.
Atoms and positions in Å:
C (1.229, -1.054, -1.015)  -0.6533
C (0.435, -0.384, -0.168)  0.3664
C (0.749, -0.010, 1.177)  -0.2922
N (0.012, 0.837, 1.891)  -0.3694
N (-1.186, 1.276, 1.577)  -0.4263
C (-1.551, 0.865, 0.348)  -0.1352
C (-0.729, 0.203, -0.654)  0.7098
O (-1.159, 0.121, -1.804)  -0.6066
H (2.250, -1.333, -0.939)  0.3412
H (0.724, -1.391, -1.957)  0.2456
H (1.635, -0.465, 1.629)  0.3905
H (-2.407, 1.334, -0.086)  0.4294

***

Record 10
Computed, not measured: C5H4N2O in the gas phase, with the ωB97M-V functional and the def2-TZVPD basis.

Output
SMILES: O=c1ccccnn1
Kohn-Sham gap, Eh: 0.3110
Total charge: 0
Molar mass, Da: 108.1

Each line ends with the Mulliken charge.
Atoms and positions in Å:
O (2.567, -0.471, 0.565)  -0.5571
C (1.479, -0.287, -0.006)  0.5088
C (0.953, 1.080, -0.205)  -0.2597
C (-0.407, 1.166, -0.390)  -0.2840
C (-1.294, 0.189, 0.357)  -0.2076
C (-1.117, -1.106, 0.328)  -0.1519
N (-0.183, -1.711, -0.559)  -0.2038
N (0.929, -1.349, -0.677)  -0.1628
H (1.607, 1.926, -0.527)  0.3292
H (-0.884, 2.021, -0.932)  0.3361
H (-2.020, 0.422, 1.084)  0.3222
H (-1.629, -1.880, 0.963)  0.3306